No. 1
Formula: C22H29N3O5S
Source: the Open Molecules 2025 dataset
Level of theory: ωB97M-V/def2-TZVPD

For the energy above the lowest of the compared OMol25 structures with the same formula, charge and spin, the calculation gives 17.10 kcal per mole. The calculation puts the max |F| at 0.93 eV/Å. For the gap between HOMO and LUMO, the calculation gives 8.718 eV. The calculation puts the energy at -48828.711 eV. Its SMILES is CC[C@H](C)NC(=O)c1ccccc1NC(=O)CN(c1cc(C)ccc1OC)S(C)(=O)=O.

Geometry (Å):
1 S 4.55 -0.36 -0.12
2 O 4.43 -1.50 -0.98
3 O 5.63 -0.35 0.83
4 O 3.06 2.98 0.95
5 O 2.03 -0.18 -1.72
6 O -0.88 0.15 1.62
7 N -2.54 0.25 0.11
8 N 1.10 1.83 1.15
9 N 3.14 -0.24 0.76
10 C 0.51 -2.00 -1.13
11 C -4.24 -1.00 1.34
12 C -0.01 -2.82 -0.15
13 C -2.13 3.06 -0.11
14 C -1.51 0.79 0.78
15 C -4.55 -1.22 -1.70
16 C 0.47 3.97 0.17
17 C 4.68 1.15 -1.09
18 C -1.16 2.19 0.40
19 C 0.46 -2.77 1.15
20 C -0.13 -3.62 2.24
21 C 2.04 -1.06 0.47
22 C -1.81 4.35 -0.48
23 C -3.05 -1.08 0.39
24 C -3.38 -1.81 -0.92
25 C -0.50 4.79 -0.36
26 C 3.11 0.73 1.82
27 C 1.49 -1.89 1.44
28 C 1.52 -1.09 -0.83
29 C 2.43 2.00 1.28
30 C 1.82 -0.41 -3.09
31 C 0.15 2.67 0.57
32 H -4.38 -0.18 -1.97
33 H -4.69 -1.78 -2.63
34 H 5.62 1.10 -1.63
35 H 1.48 4.32 0.29
36 H -0.79 -3.52 -0.41
37 H 1.90 -1.86 2.44
38 H 0.68 0.95 1.48
39 H -0.69 -2.99 2.93
40 H -4.65 -1.99 1.52
41 H 2.57 0.35 2.69
42 H -5.48 -1.28 -1.13
43 H -3.03 0.79 -0.58
44 H -5.02 -0.36 0.94
45 H -0.24 5.80 -0.66
46 H 0.12 -2.06 -2.14
47 H -2.23 -1.61 0.88
48 H -0.81 -4.36 1.82
49 H 2.14 -1.42 -3.38
50 H 0.77 -0.27 -3.36
51 H -2.49 -1.79 -1.55
52 H 0.65 -4.12 2.80
53 H -3.91 -0.58 2.30
54 H 4.14 0.94 2.09
55 H 3.84 1.20 -1.76
56 H -2.57 5.01 -0.87
57 H 2.42 0.32 -3.62
58 H -3.60 -2.85 -0.68
59 H -3.16 2.74 -0.18
60 H 4.68 1.99 -0.40

No. 2
Formula: C3H7Cl2NO2Si
Source: the Open Molecules 2025 dataset
Level of theory: ωB97M-V/def2-TZVPD

For the energy above the lowest of the compared OMol25 structures with the same formula, charge and spin, the calculation gives 74.79 kcal per mole. The calculation puts the max |F| at 1.84 eV/Å. For the gap between HOMO and LUMO (spin up / spin down), the calculation gives 9.249 / 7.637 eV. The calculation puts the energy at -41729.579 eV.

Geometry (Å):
1 Cl -0.68 -2.33 1.61
2 Cl -1.84 -2.70 -1.46
3 Si -1.02 -1.38 -0.13
4 O 1.69 2.43 -0.20
5 O 0.22 1.88 1.29
6 N 1.26 1.68 0.67
7 C 1.97 0.53 0.95
8 C -2.09 0.16 0.04
9 C 0.64 -0.98 -0.92
10 H -1.58 0.93 0.61
11 H -2.33 0.58 -0.93
12 H 1.64 -0.07 1.78
13 H 0.73 -0.17 -1.62
14 H -3.03 -0.05 0.55
15 H 2.93 0.41 0.49
16 H 1.47 -1.66 -0.91

No. 3
Formula: C5H12O
Source: the Open Molecules 2025 dataset
Level of theory: ωB97M-V/def2-TZVPD

For the energy above the lowest of the compared OMol25 structures with the same formula, charge and spin, the calculation gives 3.00 kcal per mole. The calculation puts the max |F| at 0.35 eV/Å. For the gap between HOMO and LUMO, the calculation gives 11.140 eV. The calculation puts the energy at -7427.181 eV. Its SMILES is CC(C)[C@@H](C)O.

Geometry (Å):
1 O -1.66 -0.29 0.47
2 C 0.46 0.10 -0.54
3 C 0.26 -0.56 1.93
4 C -0.31 -0.71 0.52
5 C 0.20 1.60 -0.41
6 C 0.12 -0.41 -1.94
7 H 0.63 2.14 -1.27
8 H 0.44 -1.45 -2.07
9 H -0.24 -1.78 0.24
10 H -0.96 -0.35 -2.12
11 H -0.35 -1.10 2.66
12 H 1.53 -0.09 -0.36
13 H -0.87 1.80 -0.38
14 H 0.64 2.02 0.50
15 H 1.28 -0.97 1.98
16 H 0.30 0.49 2.24
17 H -2.11 -0.63 1.25
18 H 0.63 0.19 -2.71